76
Properties=species:S:1:pos:R:3 method="wB97M-V/def2-TZVPD" homo_ev=-2.1 mol_weight_g_mol=600.5 charge=-2 de_lowest_kcal_mol=221.8 homo_lumo_gap_ev=6.33
O 0.1715 1.0620 -0.3374
O -0.3637 -0.3108 -1.7553
O -4.0435 2.7610 -2.2877
O 1.5963 -3.7853 -0.1424
O 1.7949 -2.9018 -2.9682
O 5.2059 -0.1349 0.7158
O -1.7266 5.1852 1.1351
O 0.1729 2.9078 -4.9410
O -1.5433 1.9164 3.9884
O -3.3262 -2.5362 -0.4084
O 0.0227 -1.0582 0.1521
O -1.3758 -4.3159 0.9842
N 3.9957 -1.9711 -2.9595
N -1.8373 -4.5997 3.1697
N 3.3537 0.4824 -0.1445
N 2.9647 -4.9029 1.2319
N -0.2798 0.8745 -4.2308
N -0.8906 0.3217 2.6384
N -5.1156 -1.8459 0.7303
N 2.0738 -3.1097 1.9301
N 3.2363 -0.2363 1.8629
N -2.2079 2.6312 -1.1146
N 0.1628 4.6834 0.0913
N -0.2829 2.3625 2.2674
N 0.5081 2.3316 -2.9068
N -0.1438 6.6971 0.8222
N 2.2944 -0.7145 -2.9103
N -3.2125 -0.7959 0.8979
N -0.8381 -2.8654 2.5793
N -2.9798 0.9002 -2.1777
C -0.6526 5.4936 0.7118
C 2.6463 -1.9668 -2.9564
C -0.0502 -0.0772 -0.6074
C -3.8792 -1.7729 0.3527
C 0.1546 2.0675 -4.0649
C -0.9240 1.5308 3.0160
C -1.3445 -3.9635 2.1755
C 4.0175 0.0006 0.8188
C 2.1517 -3.8860 0.9006
C -3.0946 2.1267 -1.8533
H 1.3611 -0.4461 -2.6326
H -0.6889 7.3850 1.3219
H -1.2498 -0.3324 3.3189
H -0.9922 -2.5277 3.5186
H 0.4033 1.6675 -2.1531
H 1.0252 4.9632 -0.3537
H -3.6947 -0.1816 1.5383
H -0.2118 1.9961 1.3289
H 1.5887 -2.2361 1.7831
H 3.0105 -0.0061 -2.8368
H 3.2760 -5.5745 0.5447
H -0.4524 -2.2114 1.9132
H 3.9350 0.9020 -0.8560
H -0.2264 3.3574 2.4325
H -2.3267 3.6341 -1.0998
H 3.5069 -0.9641 2.5088
H -1.9706 -4.0970 4.0355
H 2.8653 -3.1538 2.5560
H -5.6532 -1.0350 1.0014
H -0.2255 3.7549 0.0070
H 2.3471 0.5549 -0.1835
H -2.1638 0.4447 -1.7945
H 3.4706 -4.6963 2.0812
H -0.4895 -0.0693 1.7979
H -2.2486 -0.6195 0.6532
H -5.5972 -2.6946 0.4698
H 0.8641 6.7415 0.8707
H -2.1370 -5.5612 3.0936
H 2.2698 -0.0001 1.6888
H 4.5182 -2.8103 -3.1664
H -1.4626 2.0095 -0.8351
H 4.5231 -1.1100 -2.9839
H -0.5425 0.3261 -3.4244
H 1.0075 3.1736 -2.6582
H -3.5546 0.2782 -2.7280
H -0.4953 0.5534 -5.1638

***

18
Properties=species:S:1:pos:R:3 method="wB97M-V/def2-TZVPD" homo_ev=-13.8 mol_weight_g_mol=120.6 charge=+1 de_lowest_kcal_mol=75.7 homo_lumo_gap_ev=10.11
Cl -1.7890 0.3851 2.4615
N 0.6654 -0.4810 -0.3972
C 1.2144 1.8012 0.3574
C 0.3998 -1.5813 0.5530
C -0.0776 -0.6707 -1.6614
C 0.3832 0.8124 0.1866
C -1.7347 0.9924 0.8750
H 0.1269 -1.6593 -2.0720
H 0.8903 2.7241 0.8028
H 1.6717 -0.5044 -0.6247
H 0.2160 0.0885 -2.3854
H 0.9288 -1.3996 1.4870
H -1.8101 2.0653 0.7910
H -0.6664 -1.6382 0.7629
H -2.2670 0.4109 0.1401
H -1.1458 -0.5787 -1.4741
H 2.2586 1.7607 0.0678
H 0.7353 -2.5273 0.1297

***

27
Properties=species:S:1:pos:R:3 method="wB97M-V/def2-TZVPD" homo_ev=-8.2 mol_weight_g_mol=223.3 de_lowest_kcal_mol=10.3 homo_lumo_gap_ev=8.04 smiles="CC(=O)[C@@H]1COCCN1C.O=S(=O)=O"
S 3.1294 0.0841 -0.1591
O 0.8326 -1.1518 -1.3544
O 3.8248 -0.8065 -1.0381
O 2.7713 -0.3784 1.1340
O -2.2412 -0.1845 -0.8409
O 2.9564 1.4519 -0.4955
N 0.2211 0.8194 0.2026
C 0.1156 -2.8867 0.1465
C 0.2668 1.8388 1.2746
C -1.8933 -0.3904 0.4991
C -1.8506 1.1438 -1.2336
C -0.2950 -0.4605 0.5687
C -0.2685 1.3153 -1.0996
C 0.2374 -1.4449 -0.3614
H 0.9553 1.4565 2.1422
H 0.3503 -2.9856 1.1673
H 0.6694 2.6884 0.7207
H 0.7680 -3.5219 -0.3959
H -2.2628 -1.4541 0.8473
H -0.9376 -3.2263 0.0964
H -2.0917 1.1928 -2.2877
H -0.7167 2.0513 1.7520
H 0.0734 0.7421 -1.9388
H -2.3269 1.8666 -0.6245
H -0.0417 2.3487 -1.3475
H -2.2555 0.5455 0.9693
H 0.0097 -0.6538 1.6563

***

Repeat the third record exactly.
27
Properties=species:S:1:pos:R:3 method="wB97M-V/def2-TZVPD" homo_ev=-8.2 mol_weight_g_mol=223.3 de_lowest_kcal_mol=10.3 homo_lumo_gap_ev=8.04 smiles="CC(=O)[C@@H]1COCCN1C.O=S(=O)=O"
S 3.1294 0.0841 -0.1591
O 0.8326 -1.1518 -1.3544
O 3.8248 -0.8065 -1.0381
O 2.7713 -0.3784 1.1340
O -2.2412 -0.1845 -0.8409
O 2.9564 1.4519 -0.4955
N 0.2211 0.8194 0.2026
C 0.1156 -2.8867 0.1465
C 0.2668 1.8388 1.2746
C -1.8933 -0.3904 0.4991
C -1.8506 1.1438 -1.2336
C -0.2950 -0.4605 0.5687
C -0.2685 1.3153 -1.0996
C 0.2374 -1.4449 -0.3614
H 0.9553 1.4565 2.1422
H 0.3503 -2.9856 1.1673
H 0.6694 2.6884 0.7207
H 0.7680 -3.5219 -0.3959
H -2.2628 -1.4541 0.8473
H -0.9376 -3.2263 0.0964
H -2.0917 1.1928 -2.2877
H -0.7167 2.0513 1.7520
H 0.0734 0.7421 -1.9388
H -2.3269 1.8666 -0.6245
H -0.0417 2.3487 -1.3475
H -2.2555 0.5455 0.9693
H 0.0097 -0.6538 1.6563

***

What did the second record say?
18
Properties=species:S:1:pos:R:3 method="wB97M-V/def2-TZVPD" homo_ev=-13.8 mol_weight_g_mol=120.6 charge=+1 de_lowest_kcal_mol=75.7 homo_lumo_gap_ev=10.11
Cl -1.7890 0.3851 2.4615
N 0.6654 -0.4810 -0.3972
C 1.2144 1.8012 0.3574
C 0.3998 -1.5813 0.5530
C -0.0776 -0.6707 -1.6614
C 0.3832 0.8124 0.1866
C -1.7347 0.9924 0.8750
H 0.1269 -1.6593 -2.0720
H 0.8903 2.7241 0.8028
H 1.6717 -0.5044 -0.6247
H 0.2160 0.0885 -2.3854
H 0.9288 -1.3996 1.4870
H -1.8101 2.0653 0.7910
H -0.6664 -1.6382 0.7629
H -2.2670 0.4109 0.1401
H -1.1458 -0.5787 -1.4741
H 2.2586 1.7607 0.0678
H 0.7353 -2.5273 0.1297

***

Please write out number 1 again, unchanged.
76
Properties=species:S:1:pos:R:3 method="wB97M-V/def2-TZVPD" homo_ev=-2.1 mol_weight_g_mol=600.5 charge=-2 de_lowest_kcal_mol=221.8 homo_lumo_gap_ev=6.33
O 0.1715 1.0620 -0.3374
O -0.3637 -0.3108 -1.7553
O -4.0435 2.7610 -2.2877
O 1.5963 -3.7853 -0.1424
O 1.7949 -2.9018 -2.9682
O 5.2059 -0.1349 0.7158
O -1.7266 5.1852 1.1351
O 0.1729 2.9078 -4.9410
O -1.5433 1.9164 3.9884
O -3.3262 -2.5362 -0.4084
O 0.0227 -1.0582 0.1521
O -1.3758 -4.3159 0.9842
N 3.9957 -1.9711 -2.9595
N -1.8373 -4.5997 3.1697
N 3.3537 0.4824 -0.1445
N 2.9647 -4.9029 1.2319
N -0.2798 0.8745 -4.2308
N -0.8906 0.3217 2.6384
N -5.1156 -1.8459 0.7303
N 2.0738 -3.1097 1.9301
N 3.2363 -0.2363 1.8629
N -2.2079 2.6312 -1.1146
N 0.1628 4.6834 0.0913
N -0.2829 2.3625 2.2674
N 0.5081 2.3316 -2.9068
N -0.1438 6.6971 0.8222
N 2.2944 -0.7145 -2.9103
N -3.2125 -0.7959 0.8979
N -0.8381 -2.8654 2.5793
N -2.9798 0.9002 -2.1777
C -0.6526 5.4936 0.7118
C 2.6463 -1.9668 -2.9564
C -0.0502 -0.0772 -0.6074
C -3.8792 -1.7729 0.3527
C 0.1546 2.0675 -4.0649
C -0.9240 1.5308 3.0160
C -1.3445 -3.9635 2.1755
C 4.0175 0.0006 0.8188
C 2.1517 -3.8860 0.9006
C -3.0946 2.1267 -1.8533
H 1.3611 -0.4461 -2.6326
H -0.6889 7.3850 1.3219
H -1.2498 -0.3324 3.3189
H -0.9922 -2.5277 3.5186
H 0.4033 1.6675 -2.1531
H 1.0252 4.9632 -0.3537
H -3.6947 -0.1816 1.5383
H -0.2118 1.9961 1.3289
H 1.5887 -2.2361 1.7831
H 3.0105 -0.0061 -2.8368
H 3.2760 -5.5745 0.5447
H -0.4524 -2.2114 1.9132
H 3.9350 0.9020 -0.8560
H -0.2264 3.3574 2.4325
H -2.3267 3.6341 -1.0998
H 3.5069 -0.9641 2.5088
H -1.9706 -4.0970 4.0355
H 2.8653 -3.1538 2.5560
H -5.6532 -1.0350 1.0014
H -0.2255 3.7549 0.0070
H 2.3471 0.5549 -0.1835
H -2.1638 0.4447 -1.7945
H 3.4706 -4.6963 2.0812
H -0.4895 -0.0693 1.7979
H -2.2486 -0.6195 0.6532
H -5.5972 -2.6946 0.4698
H 0.8641 6.7415 0.8707
H -2.1370 -5.5612 3.0936
H 2.2698 -0.0001 1.6888
H 4.5182 -2.8103 -3.1664
H -1.4626 2.0095 -0.8351
H 4.5231 -1.1100 -2.9839
H -0.5425 0.3261 -3.4244
H 1.0075 3.1736 -2.6582
H -3.5546 0.2782 -2.7280
H -0.4953 0.5534 -5.1638